[1]
The following is a DFT calculation (ωB97M-V/def2-TZVPD) of a cluster of 4 separate species, C5H19N2O4 in total in a non-equilibrium geometry.

XYZ file:
```
30
Properties=species:S:1:pos:R:3:forces:R:3
C -1.977 1.304 -0.097 -0.11 -0.36 0.19
O -1.600 1.534 -1.442 0.16 0.11 0.78
C -0.713 1.043 0.713 -0.19 0.97 0.63
C 0.253 2.250 0.612 -1.06 -0.79 0.15
C 1.559 2.057 1.337 0.03 -1.29 0.38
C 3.402 0.675 0.788 0.75 -0.60 -0.44
N 2.157 0.784 0.880 0.42 0.79 0.37
N -0.068 -0.211 0.254 -0.26 0.05 0.52
H -2.661 0.451 -0.001 0.15 -0.11 -0.17
H -2.535 2.128 0.365 0.29 0.26 -0.35
H -2.035 0.876 -2.001 -0.45 0.05 -0.27
H -0.947 0.975 1.768 -0.24 -0.56 0.25
H 0.372 2.412 -0.449 0.37 0.52 -0.28
H -0.335 3.049 1.065 0.29 0.31 -0.25
H 2.236 2.851 1.186 0.79 1.13 -0.45
H 1.477 1.983 2.425 -0.50 -0.09 -0.04
H 3.816 -0.268 0.422 -0.08 0.11 0.15
H 4.135 1.451 1.006 -0.21 0.25 0.13
H -0.146 -0.235 -0.742 -0.34 -0.47 -1.00
H 0.962 -0.065 0.466 0.48 -0.22 0.17
H -0.388 -1.067 0.702 -0.30 -0.09 -0.29
H -3.521 -0.252 -3.655 -0.10 0.02 0.24
H -2.052 0.034 -3.898 -0.21 -0.16 0.30
O -2.687 -0.145 -3.183 0.33 -0.09 -0.77
H 1.197 -3.395 -1.494 0.14 0.32 -0.37
H 0.154 -4.175 -0.836 -0.41 0.53 -0.17
O 0.237 -3.400 -1.423 0.34 -0.61 0.50
H 0.493 -4.128 2.297 -0.27 -0.45 0.18
H -0.766 -4.557 1.430 0.08 -0.21 0.53
O -0.019 -3.959 1.504 0.12 0.67 -0.62
```
Forces are in eV/Å.

Computed properties:
Charge: +1

The Mulliken scheme yields these atomic charges, measured in e: number 1, C, carries -0.75; number 2, O, carries -0.54; number 3, C, carries -0.06; number 4, C, carries -0.81; number 5, C, carries -0.85; number 6, C, carries -0.34; number 7, N, carries -0.29; number 8, N, carries -0.10; number 9, H, carries 0.42; number 10, H, carries 0.41; number 11, H, carries 0.41; number 12, H, carries 0.30; number 13, H, carries 0.36; number 14, H, carries 0.37; number 15, H, carries 0.54; number 16, H, carries 0.34; number 17, H, carries 0.25; number 18, H, carries 0.25; number 19, H, carries 0.40; number 20, H, carries 0.40; number 21, H, carries 0.33; number 22, H, carries 0.30; number 23, H, carries 0.33; number 24, O, carries -0.67; number 25, H, carries 0.31; number 26, H, carries 0.30; number 27, O, carries -0.62; number 28, H, carries 0.31; number 29, H, carries 0.33; number 30, O, carries -0.63

---

[2]
The following is a DFT calculation (ωB97M-V/def2-TZVPD) of a cluster of 5 separate species, C5H19N2O5 in total in a non-equilibrium geometry.

XYZ file:
```
31
Properties=species:S:1:pos:R:3:forces:R:3
O 0.060 2.709 1.397 0.95 -1.08 -4.98
C 0.221 2.406 0.208 -1.24 0.84 5.84
C 0.066 0.963 -0.348 -0.30 -3.09 -2.34
C 1.533 0.297 -0.666 0.38 0.90 0.61
C 1.425 -0.996 -1.371 0.54 -1.10 -0.86
C 2.057 -1.285 -2.508 -0.81 -1.34 0.30
N 0.681 -2.103 -0.704 -0.86 0.15 -2.66
N -0.766 0.109 0.535 2.85 1.88 -2.12
H 0.357 3.064 -0.610 0.50 1.33 -0.91
H -0.419 1.098 -1.423 0.46 0.02 2.55
H 2.391 0.829 -1.203 -1.99 0.30 0.33
H 2.044 0.132 0.276 -0.19 -0.27 0.60
H 2.210 -2.267 -2.969 -0.67 -0.14 0.66
H 2.430 -0.606 -3.200 0.98 1.87 -0.43
H 1.243 -2.734 -0.158 0.28 0.34 1.08
H 0.402 -2.732 -1.503 -0.79 0.98 1.01
H -0.097 -1.649 -0.123 0.80 -1.60 -1.08
H -0.249 -0.104 1.364 0.38 -0.19 0.90
H -1.588 0.575 0.820 -1.67 0.28 -0.20
H -2.886 2.588 -1.154 -0.96 2.43 0.49
H -2.699 1.640 -2.280 -0.11 0.00 -0.36
O -2.635 1.718 -1.326 0.99 -1.87 -0.23
H -3.482 -0.578 -0.168 -1.00 1.19 1.85
H -3.483 -0.377 -1.682 -0.25 -0.03 0.38
O -3.253 -0.976 -0.965 1.20 -1.57 -2.14
H 1.558 0.513 2.966 -0.02 0.64 1.15
H 0.329 0.128 4.031 0.26 0.95 0.81
O 0.846 -0.055 3.257 -0.43 -1.17 -1.89
H 1.800 -2.588 2.079 -1.48 1.34 0.34
H 0.599 -1.346 2.108 1.94 -1.97 0.84
O 1.022 -2.137 1.652 0.29 -0.01 0.43
```
Forces are in eV/Å.

Computed properties:
Charge: +2
Multiplicity: 2
Expectation value of S²: 0.76

The Mulliken scheme yields these atomic charges, measured in e: number 1, O, carries -0.25; number 2, C, carries -0.10; number 3, C, carries 0.73; number 4, C, carries -1.02; number 5, C, carries 0.48; number 6, C, carries -1.06; number 7, N, carries -0.08; number 8, N, carries -0.30; number 9, H, carries 0.44; number 10, H, carries 0.25; number 11, H, carries 0.51; number 12, H, carries 0.34; number 13, H, carries 0.31; number 14, H, carries 0.33; number 15, H, carries 0.37; number 16, H, carries 0.42; number 17, H, carries 0.41; number 18, H, carries -0.16; number 19, H, carries 0.38; number 20, H, carries 0.27; number 21, H, carries 0.33; number 22, O, carries -0.56; number 23, H, carries 0.29; number 24, H, carries 0.30; number 25, O, carries -0.59; number 26, H, carries 0.30; number 27, H, carries 0.30; number 28, O, carries -0.59; number 29, H, carries 0.31; number 30, H, carries 0.27; number 31, O, carries -0.65

---

[3]
The following is a DFT calculation (ωB97M-V/def2-TZVPD) of a cluster of 4 separate species, C5H19NO3 in total in a non-equilibrium geometry.

XYZ file:
```
28
Properties=species:S:1:pos:R:3:forces:R:3
C 2.148 0.279 -1.750 0.82 -0.48 -1.64
C 2.201 1.270 -0.637 0.59 -0.69 2.36
C 1.516 0.623 0.647 3.19 0.51 0.35
C 0.040 0.821 0.821 0.83 -1.33 -2.21
N -0.557 -0.172 1.704 -0.66 0.17 1.19
C -0.312 0.122 3.131 -1.59 1.67 0.59
H 2.473 -0.728 -1.467 -0.22 0.15 0.44
H 2.844 0.472 -2.609 -0.88 0.39 0.54
H 1.119 0.216 -2.097 -0.02 -0.19 -0.40
H 3.236 1.552 -0.337 -0.56 -0.37 -0.35
H 1.723 2.202 -0.853 -0.48 0.59 -0.43
H 1.841 -0.432 0.666 -0.73 0.01 -0.38
H 2.140 0.961 1.513 -0.88 0.29 -0.20
H -0.144 1.854 1.061 -0.49 0.20 0.82
H -0.335 0.744 -0.231 -0.37 -0.28 0.80
H -0.309 -1.157 1.550 0.18 0.95 -0.53
H -0.066 1.202 3.265 0.86 -0.90 -0.31
H -1.245 0.187 3.715 -0.26 -0.71 -0.37
H 0.302 -0.561 3.708 0.62 0.06 -0.38
O -1.474 -3.414 -0.961 0.16 0.75 -0.23
H -0.987 -2.622 -0.687 0.00 -0.28 0.27
H -1.711 -3.132 -1.854 -0.18 -0.41 -0.09
O -2.625 -0.507 -0.488 -0.37 -0.72 0.18
H -3.009 -1.368 -0.267 -0.03 0.12 -0.28
H -2.263 -0.229 0.359 0.44 0.29 0.47
O -2.165 0.490 -2.982 0.30 -0.46 -0.73
H -2.173 -0.082 -2.197 -0.20 0.76 0.11
H -2.208 1.410 -2.720 -0.07 -0.10 0.40
```
Forces are in eV/Å.

Computed properties:
Structure (SMILES): CCCCNC.O.O.O

The Mulliken scheme yields these atomic charges, measured in e: number 1, C, carries -1.01; number 2, C, carries -0.46; number 3, C, carries -0.68; number 4, C, carries -0.05; number 5, N, carries -0.31; number 6, C, carries -0.96; number 7, H, carries 0.31; number 8, H, carries 0.33; number 9, H, carries 0.22; number 10, H, carries 0.32; number 11, H, carries 0.30; number 12, H, carries 0.32; number 13, H, carries 0.32; number 14, H, carries 0.30; number 15, H, carries -0.05; number 16, H, carries 0.20; number 17, H, carries 0.30; number 18, H, carries 0.34; number 19, H, carries 0.28; number 20, O, carries -0.65; number 21, H, carries 0.30; number 22, H, carries 0.34; number 23, O, carries -0.67; number 24, H, carries 0.31; number 25, H, carries 0.35; number 26, O, carries -0.64; number 27, H, carries 0.35; number 28, H, carries 0.29

---

[4]
The following is a DFT calculation (ωB97M-V/def2-TZVPD) of a cluster of 5 separate species, C5H20 in total in a non-equilibrium geometry.

XYZ file:
```
25
Properties=species:S:1:pos:R:3:forces:R:3
C -1.139 0.477 -4.883 -0.68 -0.32 1.36
H -0.787 0.128 -3.901 -0.04 0.05 -0.25
H -0.267 0.647 -5.492 -0.02 0.17 -0.46
H -1.823 -0.289 -5.256 0.35 0.05 -0.29
H -1.747 1.365 -4.678 0.40 0.05 -0.34
C 4.042 -1.653 -0.725 -0.20 0.33 0.77
H 4.737 -0.826 -0.612 0.51 -0.31 -0.22
H 3.472 -1.634 0.205 -0.48 0.04 -0.25
H 3.442 -1.463 -1.602 -0.38 -0.06 -0.05
H 4.472 -2.644 -0.764 0.54 0.01 -0.25
C 1.182 -3.524 3.817 0.66 0.26 -0.05
H 0.987 -4.490 4.275 -0.35 0.09 -0.04
H 0.317 -2.996 3.436 -0.35 -0.23 0.13
H 1.689 -2.881 4.535 -0.05 -0.03 0.08
H 1.866 -3.670 2.986 0.09 -0.09 -0.12
C -3.714 1.161 3.818 0.78 0.47 -1.27
H -2.645 0.966 3.881 0.05 -0.24 0.18
H -3.957 1.874 4.601 -0.48 -0.42 0.15
H -3.823 1.667 2.845 -0.16 -0.02 0.33
H -4.252 0.219 3.729 -0.19 0.20 0.62
C -0.436 3.546 -2.010 0.55 -0.77 -0.77
H -0.966 3.980 -2.858 -0.02 0.60 0.40
H 0.605 3.431 -2.309 0.10 0.13 -0.06
H -0.437 4.083 -1.064 -0.53 -0.01 -0.19
H -0.819 2.526 -1.972 -0.10 0.04 0.62
```
Forces are in eV/Å.

Computed properties:
Structure (SMILES): C.C.C.C.C

The Mulliken scheme yields these atomic charges, measured in e: number 1, C, carries -0.92; number 2, H, carries 0.21; number 3, H, carries 0.24; number 4, H, carries 0.27; number 5, H, carries 0.21; number 6, C, carries -0.88; number 7, H, carries 0.24; number 8, H, carries 0.20; number 9, H, carries 0.22; number 10, H, carries 0.23; number 11, C, carries -0.91; number 12, H, carries 0.24; number 13, H, carries 0.22; number 14, H, carries 0.23; number 15, H, carries 0.22; number 16, C, carries -0.90; number 17, H, carries 0.23; number 18, H, carries 0.23; number 19, H, carries 0.23; number 20, H, carries 0.22; number 21, C, carries -0.94; number 22, H, carries 0.23; number 23, H, carries 0.25; number 24, H, carries 0.27; number 25, H, carries 0.20

---

[5]
The following is a DFT calculation (ωB97M-V/def2-TZVPD) of a structure of composition C5H20ClCrN8O5 in a non-equilibrium geometry.

XYZ file:
```
40
Properties=species:S:1:pos:R:3:forces:R:3
Cr 0.022 -0.645 -0.066 0.42 -0.44 -0.01
Cl 0.842 -2.954 -0.097 -0.17 0.59 -0.06
C -2.670 -0.901 1.925 -0.20 0.10 0.53
O -2.063 -1.240 0.680 -0.45 -0.02 0.49
H -2.823 0.177 2.018 -0.09 0.01 -0.16
H -3.616 -1.429 2.046 -0.05 0.09 -0.05
H -2.048 -1.201 2.768 0.32 -0.19 -0.31
H -2.771 -1.206 0.031 0.20 0.07 -0.25
C 1.529 -0.330 2.828 -0.68 -0.47 0.45
O 1.031 -0.337 1.711 -0.22 0.53 -0.31
N 2.605 -1.100 3.149 0.54 -0.25 -0.37
N 1.049 0.399 3.864 0.50 -0.12 0.26
H 2.946 -1.644 2.371 -0.16 -0.12 -0.01
H 2.584 -1.625 4.008 0.02 0.23 0.15
H 0.176 0.888 3.862 -0.03 -0.04 -0.32
H 1.639 0.455 4.676 -0.22 0.15 0.12
C 2.889 0.380 -1.446 1.52 0.25 -0.04
O 1.715 0.256 -1.154 -0.43 0.48 -0.05
N 3.916 -0.271 -0.834 -0.28 -0.27 0.18
N 3.359 1.274 -2.373 -0.69 -0.44 0.31
H 3.716 -0.911 -0.089 -0.16 -0.32 -0.21
H 4.811 -0.322 -1.288 0.04 -0.01 0.27
H 4.266 1.091 -2.763 -0.11 0.53 -0.27
H 2.676 1.876 -2.790 0.19 -0.01 -0.45
C -1.413 2.513 0.372 -0.77 -1.06 0.33
O -0.765 1.473 0.299 0.76 0.05 -0.24
N -1.958 3.112 -0.705 0.36 -0.26 0.26
N -1.770 3.046 1.572 -0.14 0.44 -0.10
H -1.795 2.641 -1.577 -0.35 0.26 -0.21
H -2.570 3.894 -0.569 0.06 0.14 -0.54
H -2.645 3.533 1.632 0.20 0.31 0.31
H -1.209 2.893 2.386 -0.10 -0.20 0.08
C -1.372 -1.380 -2.905 1.22 -1.78 0.10
O -1.013 -0.780 -1.894 -0.20 0.91 0.08
N -0.744 -1.293 -4.109 -0.53 0.47 0.20
N -2.293 -2.371 -2.863 -0.74 -0.01 -0.03
H -1.288 -1.585 -4.903 0.31 0.10 -0.23
H -0.020 -0.609 -4.237 -0.07 0.08 0.03
H -2.651 -2.674 -1.975 0.19 0.14 0.16
H -2.274 -3.093 -3.563 0.01 0.08 -0.08
```
Forces are in eV/Å.

Computed properties:
Charge: +1
Multiplicity: 5
Expectation value of S²: 6.01

The Mulliken scheme yields these atomic charges, measured in e: number 1, Cr, carries 0.97; number 2, Cl, carries -0.58; number 3, C, carries -0.69; number 4, O, carries 0.00; number 5, H, carries 0.25; number 6, H, carries 0.34; number 7, H, carries 0.23; number 8, H, carries 0.16; number 9, C, carries 0.44; number 10, O, carries -0.51; number 11, N, carries -0.47; number 12, N, carries -0.35; number 13, H, carries 0.23; number 14, H, carries 0.23; number 15, H, carries 0.19; number 16, H, carries 0.20; number 17, C, carries 0.54; number 18, O, carries -0.35; number 19, N, carries -0.36; number 20, N, carries -0.45; number 21, H, carries 0.18; number 22, H, carries 0.18; number 23, H, carries 0.18; number 24, H, carries 0.22; number 25, C, carries 0.53; number 26, O, carries -0.37; number 27, N, carries -0.42; number 28, N, carries -0.38; number 29, H, carries 0.24; number 30, H, carries 0.17; number 31, H, carries 0.18; number 32, H, carries 0.20; number 33, C, carries 0.62; number 34, O, carries -0.53; number 35, N, carries -0.43; number 36, N, carries -0.38; number 37, H, carries 0.19; number 38, H, carries 0.23; number 39, H, carries 0.18; number 40, H, carries 0.20

---

[6]
The following is a DFT calculation (ωB97M-V/def2-TZVPD) of a structure of composition C5H20FN10O5Tl in a non-equilibrium geometry.

XYZ file:
```
42
Properties=species:S:1:pos:R:3:forces:R:3
Tl 6.567 -3.208 14.043 0.01 -0.09 0.08
F 8.489 -7.033 17.010 -0.03 0.14 -0.12
C 4.087 3.519 16.573 1.50 -0.74 0.15
O 4.212 2.421 16.072 0.73 -1.62 -1.37
N 5.038 4.436 16.644 1.67 1.07 -0.69
N 3.017 3.798 17.243 -3.91 1.08 1.78
H 5.908 4.221 16.177 -0.15 0.39 0.21
H 4.922 5.261 17.215 0.34 -0.24 -0.21
H 2.735 4.760 17.364 -0.15 -0.24 0.14
H 2.302 3.084 17.254 0.00 0.28 -0.01
C 3.680 -9.129 10.359 -2.48 0.46 0.53
O 4.180 -8.309 11.068 2.57 2.68 1.72
N 2.659 -8.771 9.596 -0.73 1.20 -1.96
N 3.768 -10.395 10.565 1.27 -4.08 0.32
H 2.540 -7.769 9.640 -0.73 -0.25 -0.70
H 2.061 -9.456 9.155 -0.19 0.68 0.00
H 4.284 -10.657 11.393 -0.07 -0.49 -0.37
H 3.183 -11.033 10.045 0.38 -0.19 0.47
C 13.694 -1.939 16.856 -3.39 0.49 1.40
O 12.496 -2.005 16.557 -0.94 -0.04 -1.02
N 14.668 -2.279 16.124 3.57 -1.96 -3.99
N 14.022 -1.491 18.036 0.52 0.96 2.39
H 15.612 -2.324 16.479 -0.17 -0.02 -0.36
H 14.461 -2.671 15.216 0.25 -0.05 0.18
H 13.277 -0.973 18.481 0.58 -0.08 0.62
H 15.010 -1.463 18.240 -0.44 0.67 0.78
C 12.473 -4.111 9.595 -0.41 0.08 1.56
O 11.684 -4.371 10.498 -0.41 -1.14 0.68
N 12.492 -2.864 9.176 0.13 2.45 -1.43
N 13.401 -4.900 9.094 1.22 -2.11 -0.74
H 11.929 -2.206 9.697 0.04 -0.05 -0.49
H 12.871 -2.660 8.263 -0.17 0.49 0.24
H 13.508 -5.841 9.444 -0.28 0.16 -0.08
H 13.934 -4.678 8.266 -0.13 0.15 0.27
C 0.289 -0.180 11.112 -1.50 0.93 -0.56
O 1.226 -0.794 11.422 4.98 -3.95 1.75
N 0.315 1.100 10.966 -0.24 5.92 -0.77
N -0.905 -0.643 10.866 -3.70 -2.21 -0.62
H 1.119 1.708 11.023 0.01 -0.65 0.14
H -0.557 1.566 10.761 0.43 0.24 0.05
H -1.121 -1.619 11.012 0.05 0.30 -0.03
H -1.659 0.007 10.698 -0.01 -0.59 0.06
```
Forces are in eV/Å.

Computed properties:
Charge: +2

The Mulliken scheme yields these atomic charges, measured in e: number 1, Tl, carries 1.00; number 2, F, carries -0.22; number 3, C, carries 0.67; number 4, O, carries -0.59; number 5, N, carries -0.38; number 6, N, carries -0.39; number 7, H, carries 0.22; number 8, H, carries 0.20; number 9, H, carries 0.22; number 10, H, carries 0.24; number 11, C, carries 0.76; number 12, O, carries -0.56; number 13, N, carries -0.39; number 14, N, carries -0.38; number 15, H, carries 0.23; number 16, H, carries 0.20; number 17, H, carries 0.23; number 18, H, carries 0.19; number 19, C, carries 0.71; number 20, O, carries -0.57; number 21, N, carries -0.33; number 22, N, carries -0.36; number 23, H, carries 0.19; number 24, H, carries 0.24; number 25, H, carries 0.25; number 26, H, carries 0.19; number 27, C, carries 0.71; number 28, O, carries -0.57; number 29, N, carries -0.36; number 30, N, carries -0.36; number 31, H, carries 0.22; number 32, H, carries 0.21; number 33, H, carries 0.23; number 34, H, carries 0.20; number 35, C, carries 0.68; number 36, O, carries -0.56; number 37, N, carries -0.34; number 38, N, carries -0.36; number 39, H, carries 0.20; number 40, H, carries 0.15; number 41, H, carries 0.21; number 42, H, carries 0.17

---

| no. | E_tot (eV) |
| --- | --- |
| 1 | -16657.0131 |
| 2 | -18689.6374 |
| 3 | -13124.9469 |
| 4 | -5508.7763 |
| 5 | -68612.8254 |
| 6 | -38037.1578 |